The following is a DFT calculation (ωB97M-V/def2-TZVPD) of a structure of composition C10H24O8Sr2V in a non-equilibrium geometry.

The calculation puts the frontier orbital gap at 3.1 eV. The HOMO energy comes out at -16.470 eV. As for the spin multiplicity: 1. As for the charge: +3.

Element x y z (Å)
O (3.2598, 2.6042, 1.4203)
V (1.8392, 3.2837, 1.1424)
O (2.1086, 4.2690, -0.1347)
Sr (-2.1727, 3.9413, 0.5516)
Sr (-1.3578, 1.4126, 3.7459)
C (-0.3732, 1.5596, 0.7972)
O (-0.0954, 2.3887, -0.1198)
O (-1.5862, 1.3312, 1.1275)
O (0.4238, 1.7004, 1.7958)
C (-0.8563, -1.8669, -0.5725)
C (-2.2391, -1.3681, -0.9988)
C (-3.0621, -2.4772, -1.6236)
O (-2.9499, -0.9498, 0.2001)
H (-0.3099, -1.3381, 0.2227)
H (-0.1956, -1.7964, -1.4433)
H (-0.9209, -2.8892, -0.1971)
H (-2.1485, -0.5216, -1.6910)
H (-2.5755, -2.8796, -2.5096)
H (-4.1202, -2.2598, -1.7348)
H (-3.0378, -3.2971, -0.8955)
H (-2.5624, -0.1180, 0.4686)
C (1.2900, -1.5394, 2.9355)
C (-0.0252, -1.5696, 3.7209)
C (-0.2206, -2.8998, 4.4073)
O (-0.0144, -0.5371, 4.7468)
H (1.2898, -2.2472, 2.1025)
H (2.1362, -1.9348, 3.5058)
H (1.5389, -0.5472, 2.5600)
H (-0.8172, -1.2864, 3.0073)
H (-1.1886, -2.9832, 4.9161)
H (0.4250, -2.9224, 5.2928)
H (-0.1202, -3.7898, 3.7947)
H (0.6788, -0.7536, 5.3904)
C (1.8895, 2.9892, -3.3302)
C (1.0990, 1.7328, -3.7302)
C (1.7191, 0.9774, -4.8774)
O (0.9022, 0.8175, -2.6326)
H (1.3516, 3.5326, -2.5401)
H (1.8882, 3.6833, -4.1721)
H (2.9161, 2.8510, -2.9977)
H (0.0972, 2.0124, -4.0769)
H (1.0305, 0.1845, -5.1657)
H (2.7023, 0.5369, -4.6910)
H (1.9503, 1.6256, -5.7251)
H (0.4139, 1.3389, -1.9921)

Force components x, y, z for each atom (eV/Å):
O -3.3 1.5 -0.4
V 4.4 -1.0 -3.6
O -1.3 -1.9 3.5
Sr 0.4 -1.1 -1.8
Sr 1.2 -2.3 0.2
C -1.0 5.1 2.0
O -0.2 0.3 -2.1
O -1.9 -0.4 0.2
O 2.2 -0.7 2.6
C 0.4 -0.1 -0.8
C -0.1 0.0 0.9
C 0.5 -0.8 0.9
O -0.4 0.1 -0.2
H -0.5 0.6 0.0
H 0.1 -0.4 0.1
H 0.0 -0.1 -0.2
H 0.0 0.1 0.1
H -0.3 0.2 -0.3
H 0.1 0.4 -0.5
H 0.0 0.0 -0.1
H 0.0 -0.1 -0.1
C 0.3 -0.5 0.0
C 1.3 -0.8 -0.7
C -1.1 0.1 1.1
O -0.6 1.3 -0.3
H -0.5 0.2 -0.1
H -0.1 0.4 0.4
H 0.0 0.0 0.0
H -0.4 -0.1 0.2
H -0.2 0.2 -0.5
H 0.6 -0.3 -0.5
H 0.3 0.1 -0.2
H -0.1 0.1 0.0
C -0.9 0.2 0.0
C 0.6 0.1 -0.3
C 0.5 -0.3 -0.3
O 0.1 0.3 0.1
H 0.1 -0.1 0.1
H 0.2 -0.1 -0.1
H 0.0 -0.4 -0.1
H 0.0 0.4 0.0
H 0.2 0.0 -0.3
H -0.2 -0.1 0.6
H -0.6 0.1 0.0
H 0.0 -0.1 0.2



The following is a DFT calculation (ωB97M-V/def2-TZVPD) of a structure of composition C10H25AsF6FeN2O4 in a non-equilibrium geometry.

The calculation puts the frontier orbital gap (alpha / beta) at 9.0 / 8.4 eV. As for the energy above the lowest of the compared OMol25 structures with the same formula, charge and spin: 48.70 kcal/mol. The expectation value of S² is 6.008. The HOMO energy (alpha / beta) comes out at -8.924 / -8.318 eV. As for the spin multiplicity: 5.

Element x y z (Å)
Fe (9.1532, -21.1789, -6.2772)
C (9.6895, -18.9706, -2.8507)
C (9.5895, -19.8464, -4.0964)
O (9.5056, -19.3968, -5.2322)
O (9.5330, -21.0797, -3.9822)
H (10.1056, -19.4867, -1.9855)
H (8.6662, -18.7201, -2.5712)
H (10.2472, -18.0653, -3.0902)
As (8.7903, -24.7832, -5.3440)
F (8.2177, -24.4354, -3.6684)
F (7.1967, -24.1895, -5.9227)
F (9.3332, -25.1847, -7.0160)
F (10.4086, -25.2837, -4.6583)
F (8.1522, -26.4660, -5.2252)
F (9.3997, -23.1427, -5.6002)
C (12.4876, -22.0069, -9.0151)
C (11.1016, -21.5945, -8.6288)
C (10.0042, -22.6432, -8.8168)
O (8.7481, -22.3055, -8.1833)
C (7.6377, -22.9430, -8.8152)
N (11.0791, -21.4294, -7.1320)
H (12.7430, -23.0583, -8.8831)
H (13.1620, -21.3527, -8.4625)
H (12.5332, -21.9323, -10.1016)
H (10.8941, -20.6182, -9.0668)
H (10.2845, -23.6427, -8.4845)
H (9.8993, -22.8224, -9.8868)
H (7.8270, -23.9024, -9.2966)
H (7.2806, -22.1885, -9.5162)
H (6.8311, -23.0978, -8.0986)
H (11.6361, -22.2069, -6.8075)
H (11.7521, -20.6836, -7.0276)
C (6.2250, -19.4988, -5.0135)
C (6.2515, -20.4201, -6.2708)
C (6.7574, -19.6428, -7.5000)
O (8.2172, -19.6729, -7.5492)
C (8.7033, -18.9379, -8.6443)
N (7.0525, -21.6048, -5.9857)
H (5.9632, -20.1616, -4.1888)
H (5.4855, -18.7483, -5.2928)
H (7.0948, -18.8942, -4.7563)
H (5.2461, -20.8171, -6.4110)
H (6.3240, -18.6435, -7.4596)
H (6.3438, -20.0606, -8.4179)
H (8.4279, -19.4745, -9.5522)
H (9.7801, -18.7953, -8.5542)
H (8.2450, -17.9526, -8.7289)
H (6.7570, -21.6112, -5.0200)
H (6.6528, -22.4769, -6.3016)

Force components x, y, z for each atom (eV/Å):
Fe -0.3 0.5 1.0
C -0.1 0.0 -0.5
C 0.3 -1.6 2.8
O 0.0 2.9 -3.1
O 0.0 -1.2 0.9
H 0.2 -0.1 -0.3
H -0.1 0.3 -0.1
H -0.1 0.0 0.2
As 0.2 -2.6 1.6
F 0.8 -0.1 -2.1
F 1.1 -0.9 0.1
F -0.5 0.6 1.4
F -2.1 0.8 -1.2
F 0.7 2.0 -0.1
F 0.3 -1.2 0.3
C -0.2 -0.5 -1.3
C -1.3 -1.1 2.2
C -0.1 -0.5 -1.4
O 1.4 -0.6 -0.7
C -0.7 0.9 0.0
N 1.1 0.8 -1.0
H -0.2 0.0 0.8
H 0.4 -0.1 -0.5
H 0.6 0.6 -0.1
H -0.4 -0.2 -0.1
H 0.4 0.1 0.7
H -0.6 0.4 -0.3
H 0.5 0.1 0.1
H -0.2 -0.4 -0.5
H 0.3 -0.1 0.1
H -0.3 -0.7 0.6
H -0.2 0.7 0.8
C -0.4 -0.2 -1.2
C 0.6 1.0 -0.5
C 0.0 -0.8 0.1
O -1.8 0.8 0.3
C -0.2 0.1 -0.4
N -0.3 0.8 1.2
H -0.4 0.6 0.4
H -0.5 -0.1 0.7
H 0.5 -0.6 -0.4
H -0.4 0.8 -0.4
H 0.6 0.4 0.1
H 0.3 -0.4 -0.3
H 0.3 -0.1 -0.4
H -0.1 -0.2 0.1
H -0.1 0.1 0.3
H 1.2 -1.2 0.8
H 0.1 0.0 -0.5



The following is a DFT calculation (ωB97M-V/def2-TZVPD) of a cluster of 6 separate species, C10H25ClN5O9 in total in a non-equilibrium geometry.

The calculation puts the frontier orbital gap at 8.1 eV. As for the energy above the lowest of the compared OMol25 structures with the same formula, charge and spin: 71.87 kcal/mol. The HOMO energy comes out at -6.012 eV. As for the spin multiplicity: 1. As for the charge: -1.

Element x y z (Å)
Cl (0.3974, 1.3629, -1.5356)
O (1.2903, 0.5514, -0.7352)
O (-0.9552, 0.8797, -1.4729)
O (0.4530, 2.6734, -1.0084)
O (0.8380, 1.2711, -2.8980)
O (1.7418, 3.9070, 6.9314)
C (1.9591, 3.6788, 5.7704)
N (0.9409, 3.4447, 4.9460)
C (3.3561, 3.3568, 5.3761)
H (1.0492, 3.1484, 3.9865)
H (0.0743, 3.5471, 5.4546)
H (3.7415, 4.2368, 4.8611)
H (3.3673, 2.6095, 4.5826)
H (4.0383, 3.3168, 6.2252)
O (5.5565, -7.3229, 0.3720)
C (4.3788, -7.7464, 0.4620)
N (3.2892, -7.1060, 0.1207)
C (4.1083, -9.0389, 1.1493)
H (3.3540, -6.1308, -0.1339)
H (2.4856, -7.3000, 0.7009)
H (5.0168, -9.4631, 1.5770)
H (3.7047, -9.7619, 0.4406)
H (3.3031, -8.7951, 1.8424)
O (8.3677, -1.3084, -2.5976)
C (7.4217, -0.8068, -3.1736)
N (6.4803, -1.6180, -3.5599)
C (7.1776, 0.7248, -3.3456)
H (5.5426, -1.3245, -3.7934)
H (6.7388, -2.5793, -3.3891)
H (7.1363, 1.0701, -2.3125)
H (6.2876, 1.1389, -3.8194)
H (7.9765, 1.1902, -3.9230)
O (-7.1956, 1.5572, -6.7498)
C (-6.2591, 1.6642, -5.9208)
N (-6.4183, 1.1619, -4.7231)
C (-4.9765, 2.3771, -6.1929)
H (-5.5742, 1.0467, -4.1805)
H (-7.3183, 0.7453, -4.5321)
H (-4.2351, 1.6469, -6.5174)
H (-4.5072, 2.8392, -5.3244)
H (-5.1084, 3.0742, -7.0204)
O (-6.4677, 1.4048, 4.5525)
C (-7.2351, 2.0980, 3.9205)
N (-7.0605, 2.1778, 2.6350)
C (-8.4667, 2.7944, 4.5334)
H (-6.1917, 1.7736, 2.3160)
H (-7.4962, 2.9011, 2.0808)
H (-8.6692, 2.3911, 5.5256)
H (-9.2784, 2.7113, 3.8106)
H (-8.1599, 3.8291, 4.6862)

Force components x, y, z for each atom (eV/Å):
Cl 0.6 -1.9 0.3
O -0.2 -0.5 0.2
O -0.5 -0.3 0.2
O -0.1 2.0 0.0
O 0.2 0.6 -0.7
O -0.6 1.2 1.9
C 1.1 -1.9 0.8
N -0.4 0.3 -0.8
C 0.5 1.5 -1.6
H -0.4 0.1 0.3
H -0.3 -0.2 -0.8
H 0.0 0.3 -0.3
H 0.4 -0.5 0.5
H -0.4 -0.9 0.0
O -2.5 -0.5 -0.5
C 5.0 -0.3 1.3
N -2.3 1.9 -0.6
C -0.3 -0.6 -0.3
H 0.3 -0.1 -0.1
H -0.1 -0.1 -0.4
H -0.3 0.3 0.2
H -0.1 0.0 -0.1
H 0.2 -0.6 0.6
O 1.3 0.9 0.0
C 0.5 1.9 0.7
N -2.3 -1.4 -1.3
C 0.4 -0.4 0.4
H 0.3 -0.2 -0.1
H -0.7 -0.1 0.0
H 0.4 0.4 -0.1
H -0.4 -0.9 -0.1
H 0.4 -0.2 0.5
O 1.7 0.5 0.9
C -2.4 0.6 -3.1
N 0.5 -0.6 1.8
C 0.7 -0.2 -0.5
H -0.6 -0.2 0.5
H 0.5 -0.3 0.2
H 0.0 -0.2 -0.2
H -0.4 0.2 0.0
H 0.0 0.0 0.2
O 0.3 -0.3 1.3
C -0.9 -0.7 2.9
N 0.1 1.0 -3.4
C 1.3 -0.1 -0.4
H -0.1 0.1 -0.2
H 0.1 -0.2 0.0
H -0.2 -0.2 -0.4
H -0.2 0.2 0.4
H -0.3 0.2 -0.1



The following is a DFT calculation (ωB97M-V/def2-TZVPD) of a cluster of 2 separate species, C10H25FNO6P in total in a non-equilibrium geometry.

The calculation puts the frontier orbital gap at 9.0 eV. The structure (SMILES) is CO[C@H](F)[C@H](OC)P(N)O.COCCOCCOC. The HOMO energy comes out at -8.261 eV. As for the spin multiplicity: 1.

Element x y z (Å)
C (1.9229, 2.0920, -2.6594)
O (0.6562, 1.4996, -3.0360)
C (-0.4223, 2.3178, -2.6475)
F (-0.0487, 2.9533, -1.4585)
C (-1.6988, 1.4428, -2.2709)
O (-2.0179, 0.5251, -3.3088)
C (-1.9816, -0.8323, -2.8875)
P (-3.1666, 2.5151, -1.7297)
N (-4.1828, 2.6518, -3.1656)
O (-2.6619, 4.1120, -1.4677)
H (2.6833, 1.5752, -3.2860)
H (1.9822, 3.1689, -2.9295)
H (2.1826, 1.9013, -1.6003)
H (-0.6931, 3.0396, -3.4455)
H (-1.3937, 0.8560, -1.3755)
H (-2.3745, -0.9913, -1.8520)
H (-2.6233, -1.4727, -3.5337)
H (-0.9678, -1.2902, -2.9128)
H (-3.9666, 3.5665, -3.5793)
H (-5.1264, 2.7723, -2.7963)
H (-2.1555, 4.1769, -0.6538)
C (2.8976, -1.4579, 4.6196)
O (2.4632, -2.0163, 3.3954)
C (1.5366, -3.0819, 3.5382)
C (0.3654, -2.9537, 2.5723)
O (-0.5171, -1.8609, 2.8035)
C (-0.0263, -0.5400, 2.6007)
C (0.3035, -0.1679, 1.1605)
O (1.4309, -0.8808, 0.6726)
C (1.2524, -1.4146, -0.6255)
H (3.7462, -2.0255, 5.0137)
H (3.2214, -0.4345, 4.4246)
H (2.0938, -1.4204, 5.3602)
H (1.1555, -3.1450, 4.5629)
H (2.0720, -4.0120, 3.3143)
H (-0.2505, -3.8492, 2.6957)
H (0.7020, -2.9668, 1.5362)
H (0.8085, -0.3282, 3.2672)
H (-0.8384, 0.1188, 2.9214)
H (0.5484, 0.8996, 1.1202)
H (-0.5786, -0.3401, 0.5324)
H (0.2375, -1.7970, -0.7730)
H (1.9457, -2.2495, -0.7371)
H (1.4844, -0.6557, -1.3796)

Force components x, y, z for each atom (eV/Å):
C 0.8 -0.5 -1.0
O -0.2 0.9 0.7
C -0.6 -1.6 0.1
F -0.6 0.3 -0.4
C 1.9 0.6 -0.8
O -0.2 0.1 0.6
C -0.2 -1.2 0.3
P -1.7 -0.4 0.7
N 1.2 1.1 1.2
O 0.0 -1.0 -1.2
H -0.6 0.2 0.4
H -0.2 -0.6 0.4
H -0.4 0.3 -0.5
H 0.5 0.1 0.6
H -0.2 0.6 -0.3
H 0.2 0.4 -0.6
H 0.4 0.8 0.1
H -0.3 0.6 -0.1
H 0.0 -0.4 -0.4
H 0.2 -0.2 -0.1
H 0.1 -0.1 0.1
C 0.2 0.0 -0.3
O -0.3 0.2 0.3
C 0.1 0.1 -0.3
C 0.0 -0.1 0.0
O 0.1 0.0 0.0
C -0.1 0.1 0.0
C 0.3 -0.1 0.2
O -0.4 -0.3 0.0
C 0.3 0.1 0.1
H 0.0 0.0 0.2
H 0.1 -0.1 0.0
H 0.0 -0.1 0.0
H 0.0 0.1 0.0
H -0.2 -0.2 0.0
H 0.0 0.1 0.1
H 0.2 0.1 0.0
H 0.2 -0.1 -0.2
H -0.1 -0.1 -0.1
H -0.2 0.1 0.1
H 0.0 -0.1 0.0
H 0.0 0.1 0.0
H 0.0 0.1 0.0
H -0.2 -0.1 -0.2



> The highest spin multiplicity belongs to which entry?

C10H25AsF6FeN2O4



> Which value of spin multiplicity does entry 3 give?

1



> What is the spin multiplicity in the second record?

5